Computed, not measured: a molecular structure, C25H60Li2N4O11 in a non-equilibrium geometry, with ωB97M-V/def2-TZVPD.

The value obtained for the LUMO energy is -0.7 eV. For the HOMO energy, the calculation gives -3.908 eV. For the strongest force on any atom, the calculation gives 7.82 eV/Å. The total energy is -2049.7806 Eh.

Element x y z (Å)
O  1.684  6.543  -0.907
O  -0.964  -6.353  -5.266
O  -6.926  -7.623  -3.918
O  -0.864  1.124  -0.355
O  -4.276  -2.055  5.199
O  -6.005  2.254  1.468
O  8.104  1.712  -1.519
O  -1.964  -0.380  -1.319
O  6.292  -1.451  2.106
O  5.259  6.062  3.489
O  -0.454  0.793  -2.359
N  -4.239  -5.985  -3.333
N  -5.730  -0.029  3.371
N  3.002  6.013  1.363
N  5.690  0.285  -0.985
C  1.615  6.550  1.443
C  -6.935  2.141  2.575
C  4.638  4.897  2.882
C  7.807  0.579  -2.319
C  -5.359  -5.751  -4.322
C  1.710  7.156  -2.241
C  -2.186  -5.837  -4.806
C  -7.022  0.593  2.818
C  -0.036  -7.008  -4.323
C  4.694  6.449  4.784
C  -1.066  0.393  -1.356
C  5.632  -1.390  0.856
C  -6.122  -6.916  -4.880
C  5.371  -1.711  3.142
C  -5.581  -1.455  3.146
C  6.461  -0.751  -0.216
C  1.527  7.393  0.177
C  -4.132  -1.803  3.757
C  -3.051  -6.601  -3.835
C  -5.521  3.593  0.993
C  -8.211  -7.165  -3.870
C  9.436  1.952  -1.118
C  6.296  0.404  -2.323
C  -3.156  -2.764  5.753
C  3.207  5.046  2.417
Li  1.978  3.190  -1.437
Li  -3.920  1.080  1.096
H  -8.743  -7.564  -3.006
H  0.989  -6.647  -4.405
H  -8.347  -6.083  -3.891
H  5.365  -2.403  0.556
H  1.713  7.169  2.335
H  5.903  -0.409  -2.932
H  -2.822  -5.611  -5.661
H  0.547  7.859  0.069
H  -6.668  -6.571  -5.757
H  5.944  1.397  -2.605
H  4.669  -0.921  1.057
H  -5.086  4.103  1.852
H  2.517  5.219  3.243
H  -5.941  0.039  4.357
H  -4.131  -5.069  -2.921
H  -0.319  -6.790  -3.293
H  4.503  -1.054  3.193
H  0.727  5.934  1.580
H  10.138  1.870  -1.948
H  4.785  -0.162  -1.029
H  2.899  4.101  1.971
H  6.748  -1.542  -0.908
H  3.624  6.654  4.779
H  -7.967  2.483  2.500
H  -0.121  -8.047  -4.642
H  9.512  2.996  -0.817
H  9.752  1.349  -0.267
H  5.434  4.802  2.143
H  8.012  0.769  -3.372
H  5.188  7.357  5.130
H  -5.966  -4.923  -3.956
H  -7.234  0.171  1.836
H  8.277  -0.337  -1.960
H  -1.975  -4.833  -4.436
H  4.769  3.938  3.384
H  -8.716  -7.533  -4.763
H  -6.304  4.204  0.544
H  4.671  5.667  5.543
H  -3.277  -7.505  -4.401
H  -2.182  -2.599  5.294
H  -6.307  -2.198  3.474
H  7.358  -0.361  0.266
H  3.770  6.655  1.234
H  -7.797  0.362  3.549
H  4.947  -2.712  3.222
H  -3.444  -0.987  3.536
H  0.743  7.281  -2.727
H  -2.998  -2.342  6.746
H  5.937  -1.643  4.072
H  -5.522  -1.518  2.060
H  2.267  8.194  0.193
H  -3.258  -3.849  5.786
H  2.350  6.582  -2.912
H  -6.526  2.675  3.432
H  -3.739  -2.673  3.231
H  -2.297  -6.697  -3.054
H  -5.404  -7.624  -5.293
H  2.090  8.170  -2.112
H  -4.691  3.329  0.338
H  -5.047  -5.296  -5.262